Molecular formula: C42H33BrClN3O8RuS
Method: DFT, wB97M-V/def2-TZVPD

Structure (XYZ):
```
90
C42H33BrClN3O8RuS (wB97M-V/def2-TZVPD)
Ru -1.6533 0.7053 0.8900
O 0.5144 4.2923 0.7961
S 0.7367 2.8924 0.5645
O 1.2035 2.0775 1.6530
N -0.5593 2.1505 -0.0637
C -1.1915 2.7130 -1.2047
C -0.7456 3.7981 -1.9604
C -1.4579 4.1859 -3.0897
C -2.6027 3.5141 -3.4797
C -3.0764 2.4239 -2.7360
C -4.2443 1.6751 -3.0751
C -4.5939 0.5751 -2.2725
C -3.8533 0.2502 -1.1742
N -2.7395 0.9744 -0.7869
C -2.3502 2.0418 -1.5893
C 1.9811 2.7905 -0.7092
C 2.0497 1.6852 -1.5439
C 3.0717 1.6049 -2.4777
C 4.0136 2.6201 -2.5726
C 3.9314 3.7263 -1.7377
C 2.9092 3.8174 -0.8046
H 0.1269 4.3596 -1.6660
H -1.1079 5.0349 -3.6637
H -3.1520 3.8259 -4.3605
H -4.8250 1.9477 -3.9456
H -5.4498 -0.0403 -2.5191
H -4.0944 -0.6165 -0.5745
H 1.3029 0.9055 -1.4607
H 3.1357 0.7447 -3.1326
H 4.8094 2.5520 -3.3041
H 4.6611 4.5223 -1.8158
H 2.8160 4.6755 -0.1522
O -0.8957 2.2441 6.9344
C -1.0252 2.0155 5.7581
C -0.3346 0.9185 4.9649
O 0.5111 0.1398 5.3744
C -0.9003 1.0089 3.6367
C -1.8011 2.0716 3.5003
O -2.3895 2.3272 2.3947
C -1.9560 2.7549 4.7976
O -2.6676 3.6939 5.0793
O -0.6535 0.2199 2.6385
C 7.0337 -1.0896 -0.2064
C 5.5749 -1.0737 0.1592
C 5.1551 -0.6154 1.4002
C 3.8112 -0.5643 1.7451
C 3.4277 -0.0726 3.1165
C 2.8548 -0.9598 0.7888
C 1.4344 -0.7696 1.1477
O 0.5333 -0.6521 0.3313
C 3.2607 -1.4702 -0.4561
C 2.3173 -2.0050 -1.5042
C 4.6186 -1.5170 -0.7429
H 7.6611 -0.9040 0.6646
H 7.2531 -0.3177 -0.9475
H 7.3212 -2.0492 -0.6389
H 5.8929 -0.2846 2.1230
H 4.3201 0.2384 3.6586
H 2.9331 -0.8494 3.7038
H 2.7430 0.7713 3.0667
H 1.1872 -0.6994 2.2125
H 1.3057 -2.1390 -1.1424
H 2.6912 -2.9608 -1.8769
H 2.2720 -1.3217 -2.3576
H 4.9357 -1.9134 -1.7033
Cl -1.3938 -7.5268 -3.8135
C -1.4136 -5.9339 -3.1153
C -0.9651 -4.8519 -3.8666
C -0.9797 -3.5914 -3.3137
C -1.4423 -3.3704 -1.9914
C -1.4395 -2.0924 -1.4287
C -1.8908 -4.5010 -1.2630
C -1.8772 -5.7623 -1.8148
H -0.6103 -5.0113 -4.8758
H -0.6328 -2.7444 -3.8926
H -1.7785 -1.9346 -0.4130
H -1.0931 -1.2272 -1.9750
H -2.2484 -4.3618 -0.2497
H -2.2199 -6.6193 -1.2511
Br -6.5475 -2.6588 4.0919
C -5.1697 -1.7330 3.1991
C -3.9170 -2.3098 3.0838
C -2.9368 -1.5922 2.4250
N -3.1714 -0.3972 1.8793
C -4.3774 0.1627 2.0153
C -5.4101 -0.4757 2.6756
H -3.6947 -3.2756 3.5116
H -1.9191 -1.9548 2.3544
H -4.4935 1.1544 1.5998
H -6.3699 0.0079 2.7769
```

Summary:
- Largest force on an atom: 0.879 eV/Å
- Lowest unoccupied orbital energy (spin up / spin down): 1.6885 / 0.8944 eV
- Spin multiplicity: 6
- Highest occupied orbital energy (spin up / spin down): -0.11180 / -0.16686 hartree
- HOMO-LUMO gap (spin up / spin down): 4.731 / 5.435 eV
- Charge: -1
- ΔE to the lowest compared entry with this formula, charge and spin: 31.3 kcal/mol

Löwdin atomic charge list, values in e, 6 entries: number 1, Ru, carries 1.53; number 2, O, carries -0.28; number 3, S, carries 0.60; number 4, O, carries -0.28; number 5, N, carries -0.25; number 6, C, carries -0.25

Molecular formula: C18H18BBrN3O8PS
Method: DFT, wB97M-V/def2-TZVPD

Structure (XYZ):
```
51
C18H18BBrN3O8PS (wB97M-V/def2-TZVPD)
O -3.2175 0.3536 -6.1258
N -2.6844 1.1509 -5.3993
O -2.5213 0.9826 -4.2097
C -2.2040 2.3994 -5.9820
C -2.3998 2.6326 -7.3344
C -1.9599 3.8282 -7.8792
C -1.3318 4.7709 -7.0745
C -1.1370 4.5199 -5.7221
C -1.5748 3.3279 -5.1673
H -2.8882 1.9008 -7.9599
H -2.1096 4.0264 -8.9309
H -0.9947 5.7055 -7.5026
H -0.6477 5.2547 -5.0990
H -1.4271 3.1368 -4.1148
O -1.3920 -1.5314 -0.8682
N -1.0120 -2.6542 -0.6042
O -1.1303 -3.5914 -1.3473
C -0.3745 -2.8738 0.6897
C -0.2658 -1.8157 1.5810
C 0.3227 -2.0376 2.8159
C 0.7969 -3.3011 3.1437
C 0.6878 -4.3492 2.2377
C 0.0972 -4.1398 1.0020
H -0.6351 -0.8319 1.3305
H 0.4086 -1.2269 3.5257
H 1.2500 -3.4697 4.1117
H 1.0596 -5.3304 2.4965
H 0.0096 -4.9551 0.2998
O 2.9318 -3.1436 6.6307
N 2.6806 -2.0722 6.1322
O 1.5672 -1.6067 6.0433
C 3.7898 -1.2950 5.5860
C 5.0718 -1.8198 5.6346
C 6.1181 -1.0868 5.0971
C 5.8761 0.1551 4.5235
C 4.5868 0.6714 4.4891
C 3.5336 -0.0551 5.0221
H 5.2606 -2.7846 6.0806
H 7.1224 -1.4852 5.1237
H 6.6948 0.7224 4.1012
H 4.4019 1.6392 4.0451
H 2.5319 0.3467 4.9941
O -2.3104 0.8560 0.2906
P -3.6284 1.6537 -0.2941
O -3.3224 2.3043 -1.7855
S -4.1941 3.0793 0.9061
B -4.9682 0.2773 -0.6016
Br -6.8281 0.7803 -0.2711
H -2.0386 0.1366 -0.2921
H -2.9738 1.6319 -2.3803
H -4.6282 -0.7872 -0.9886
```

Summary:
- Largest force on an atom: 1.802 eV/Å
- Lowest unoccupied orbital energy: -0.8151 eV
- Highest occupied orbital energy: -0.30881 hartree
- HOMO-LUMO gap: 7.588 eV
- Structure (SMILES): O=[N+]([O-])c1ccccc1.O=[N+]([O-])c1ccccc1.O=[N+]([O-])c1ccccc1.OP(O)(=S)BBr

Löwdin atomic charge list, values in e, 6 entries: number 1, O, carries 0.11; number 2, N, carries -0.34; number 3, O, carries 0.05; number 4, C, carries -0.14; number 5, C, carries 0.00; number 6, C, carries -0.06

Molecular formula: C9H18N3Si
Method: DFT, wB97M-V/def2-TZVPD

Structure (XYZ):
```
31
C9H18N3Si (wB97M-V/def2-TZVPD)
C -0.8658 2.7902 -2.0359
C -1.3409 1.6807 -2.8064
C -0.6748 2.6518 -0.7153
C -1.7256 0.5503 -2.1123
C -0.8378 1.4229 -0.0671
C -1.5524 0.4264 -0.7836
C 4.2904 0.9370 2.0667
C 2.8670 0.3108 1.7023
C -3.1221 -2.4137 0.4263
N -0.1912 -1.6520 0.7609
N 2.7915 -0.5569 0.5477
N -3.6030 -2.6647 -0.9790
Si -1.6843 -1.2759 0.0643
H -0.6850 3.7404 -2.6186
H -1.5000 1.7927 -3.8804
H -0.1947 3.4507 -0.0700
H -2.2462 -0.2458 -2.6354
H -0.8450 1.4412 1.0658
H 4.4087 1.2610 3.1471
H 4.9431 0.1171 1.8641
H 4.3820 1.7348 1.3268
H 2.3882 -0.2926 2.4834
H 2.3129 1.1682 1.4932
H -2.9559 -3.3373 1.0150
H -4.0856 -1.8189 0.7226
H -0.0413 -2.5271 1.4136
H 0.6589 -1.0993 0.6000
H 3.5986 -1.1983 0.5027
H -2.9734 -3.3439 -1.2681
H 3.0647 0.0258 -0.2384
H -4.5810 -3.0753 -0.9920
```

Summary:
- Largest force on an atom: 4.138 eV/Å
- Lowest unoccupied orbital energy: -4.1237 eV
- Highest occupied orbital energy: -0.46828 hartree
- HOMO-LUMO gap: 8.619 eV
- Charge: +1
- ΔE to the lowest compared entry with this formula, charge and spin: 0.0 kcal/mol

Löwdin atomic charge list, values in e, 6 entries: number 1, C, carries -0.06; number 2, C, carries -0.03; number 3, C, carries -0.11; number 4, C, carries -0.14; number 5, C, carries -0.10; number 6, C, carries -0.29

Molecular formula: C4H7NO4
Method: DFT, wB97M-V/def2-TZVPD

Structure (XYZ):
```
16
C4H7NO4 (wB97M-V/def2-TZVPD)
N 0.4138 0.1505 -1.6075
C -0.5499 0.1826 -0.4138
C -0.4589 -1.0980 0.2500
C 0.7544 -1.4874 1.0167
O 0.9840 -2.2542 1.9194
O 1.6783 -0.7914 0.3716
C -0.3161 1.5373 0.2754
O 0.0333 2.4694 -0.3605
O -0.6867 1.4942 1.5434
H 0.1123 -0.1850 -2.5766
H 0.6837 1.1102 -1.6557
H -1.6084 0.2345 -0.7096
H -1.4127 -1.3396 0.9004
H -0.2493 -1.8695 -0.4800
H 1.3804 -0.5383 -0.5908
H -0.7580 2.3850 2.1175
```

Summary:
- Largest force on an atom: 6.328 eV/Å
- Lowest unoccupied orbital energy: 0.2364 eV
- Highest occupied orbital energy: -0.36410 hartree
- HOMO-LUMO gap: 10.144 eV
- Structure (SMILES): N[C@@H](CC(=O)O)C(=O)O
- ΔE to the lowest compared entry with this formula, charge and spin: 42.0 kcal/mol

Löwdin atomic charge list, values in e, 6 entries: number 1, N, carries 0.05; number 2, C, carries -0.26; number 3, C, carries -0.12; number 4, C, carries -0.57; number 5, O, carries 0.11; number 6, O, carries 0.06

Molecular formula: C3H9IN3O
Method: DFT, wB97M-V/def2-TZVPD

Structure (XYZ):
```
17
C3H9IN3O (wB97M-V/def2-TZVPD)
C 0.4328 -2.8384 0.1808
C 0.4835 2.7652 -0.7419
C 0.8563 2.3664 0.6789
N 0.0994 -4.0589 -0.2771
N -0.1552 -1.7247 -0.1460
N 1.5244 1.1660 0.8592
O 1.3944 -2.7476 1.1251
I 1.6234 0.0184 -0.6340
H -0.2392 3.6663 -0.5068
H 1.4167 3.1846 -1.2058
H 0.0290 1.9921 -1.3467
H -0.0517 2.2503 1.2988
H 1.3698 3.1558 1.1775
H -0.4701 -4.1156 -1.0823
H 0.4924 -4.9638 0.0649
H -0.8726 -2.0132 -0.9265
H 1.7253 -1.8350 1.4038
```

Summary:
- Largest force on an atom: 3.762 eV/Å
- Lowest unoccupied orbital energy (spin up / spin down): -6.4378 / -6.1723 eV
- Highest occupied orbital energy (spin up / spin down): -0.50049 / -0.49868 hartree
- HOMO-LUMO gap (spin up / spin down): 7.181 / 7.397 eV
- Charge: +1

Löwdin atomic charge list, values in e, 6 entries: number 1, C, carries -0.64; number 2, C, carries -0.18; number 3, C, carries -0.48; number 4, N, carries 0.20; number 5, N, carries -0.09; number 6, N, carries -0.44

Molecular formula: C27H28CoN9O5
Method: DFT, wB97M-V/def2-TZVPD

Structure (XYZ):
```
70
C27H28CoN9O5 (wB97M-V/def2-TZVPD)
Co -0.2634 1.2603 0.5275
N -0.1221 -2.0790 0.0621
C 1.2240 -2.1996 0.5985
C 1.2709 -3.0009 1.9157
C 1.1046 -4.5070 1.7520
C 2.4875 -5.1450 1.6471
N 3.3893 -4.4510 0.7205
C 3.3106 -4.4910 -0.5972
N 2.4849 -5.3468 -1.1994
N 4.0677 -3.6743 -1.3338
C 1.9406 -0.8682 0.8616
O 3.1267 -0.9823 1.1889
O 1.3394 0.2338 0.7024
H -0.6229 -1.4243 0.6568
H -0.6096 -2.9658 0.1174
H 1.8843 -2.6355 -0.1558
H 0.4862 -2.5777 2.5493
H 2.2201 -2.8129 2.4199
H 0.4457 -4.7590 0.9138
H 0.6414 -4.9574 2.6332
H 2.4617 -6.2148 1.4249
H 2.9740 -5.0488 2.6163
H 3.9388 -3.7026 1.1205
H 1.9318 -5.9872 -0.6588
H 2.4750 -5.4418 -2.1999
H 4.6090 -2.9471 -0.8954
H 3.9712 -3.6385 -2.3347
O -1.2924 0.1028 1.6162
C -1.9036 0.4098 2.7340
C -2.1645 -0.6054 3.6739
C -2.7997 -0.3400 4.8661
C -3.2061 0.9581 5.1829
C -2.9771 1.9635 4.2721
C -2.3488 1.7143 3.0447
C -2.1921 2.7811 2.0693
N -1.4036 2.7763 1.0049
C -1.6002 3.9735 0.3439
C -2.5149 4.7112 1.0153
N -2.8788 3.9471 2.1003
H -1.8338 -1.6069 3.4287
H -2.9742 -1.1445 5.5691
H -3.6842 1.1732 6.1276
H -3.2728 2.9751 4.5267
H -1.0633 4.2245 -0.5553
H -2.9265 5.6858 0.8304
H -3.5776 4.1853 2.7815
O 1.5829 4.4048 -5.4849
N 0.6706 3.6126 -5.6163
O 0.1233 3.3729 -6.6685
C 0.1725 2.9180 -4.4105
C -0.9653 2.2101 -4.5737
C -1.5569 1.4943 -3.4934
C -2.7343 0.7307 -3.6072
C -3.2076 0.0656 -2.5067
C -2.5029 0.1542 -1.2955
N -1.4044 0.8688 -1.1756
C -0.9397 1.5365 -2.2465
C 0.2626 2.3128 -2.0616
N 0.7756 2.3179 -0.8086
C 1.9102 2.9405 -0.5731
C 2.5830 3.6354 -1.5795
C 2.0619 3.6800 -2.8468
C 0.8557 3.0009 -3.1328
H -1.4265 2.1912 -5.5522
H -3.2507 0.6786 -4.5576
H -4.1106 -0.5264 -2.5574
H -2.8339 -0.3598 -0.3997
H 2.2984 2.8738 0.4349
H 3.5110 4.1398 -1.3525
H 2.5719 4.2267 -3.6204
```

Summary:
- Largest force on an atom: 0.359 eV/Å
- Lowest unoccupied orbital energy (spin up / spin down): -3.2357 / -3.2399 eV
- Spin multiplicity: 2
- Highest occupied orbital energy (spin up / spin down): -0.35089 / -0.34924 hartree
- HOMO-LUMO gap (spin up / spin down): 6.312 / 6.263 eV
- Charge: +1
- ΔE to the lowest compared entry with this formula, charge and spin: 12.8 kcal/mol

Löwdin atomic charge list, values in e, 6 entries: number 1, Co, carries 0.57; number 2, N, carries 0.07; number 3, C, carries -0.32; number 4, C, carries -0.14; number 5, C, carries -0.17; number 6, C, carries -0.16

Molecular formula: C24H28N4O2S
Method: DFT, wB97M-V/def2-TZVPD

Structure (XYZ):
```
59
C24H28N4O2S (wB97M-V/def2-TZVPD)
C -4.2197 -3.4550 -0.8434
C -3.6396 -2.3405 -1.2461
C -3.2421 -1.2340 -0.3152
N -1.9508 -0.6851 -0.6539
C -0.8420 -1.3510 -1.0949
S -0.6604 -3.0869 -1.1484
C -0.7232 -3.4708 0.6521
C -0.6773 -2.2208 1.5197
O -1.6786 -1.9440 2.1670
C 0.4850 -1.3738 1.5136
C 0.4313 -0.0587 2.0665
C 1.6409 0.5255 1.8700
C 2.1001 1.8794 2.2752
N 2.4555 -0.3844 1.2281
C 3.8246 -0.1087 0.8823
C 4.0308 0.5527 -0.5002
C 3.3071 -0.1309 -1.6660
C 2.9633 1.0456 -2.5749
C 2.6590 2.1167 -1.5345
O 3.5975 1.9044 -0.4850
C 1.7741 -1.5346 0.9980
C 2.3809 -2.7381 0.3680
N 0.0951 -0.5110 -1.4372
N -0.3630 0.7218 -1.2101
C -1.5770 0.6285 -0.7232
C -2.3702 1.7633 -0.2835
C -2.3371 2.9416 -1.0262
C -3.0675 4.0394 -0.6139
C -3.8277 3.9752 0.5433
C -3.8420 2.8142 1.2980
C -3.1161 1.7090 0.8919
H -4.5212 -4.2198 -1.5372
H -4.4168 -3.6442 0.1993
H -3.4447 -2.1593 -2.2952
H -3.9664 -0.4144 -0.3928
H -3.2311 -1.5935 0.7204
H -1.6624 -3.9949 0.8371
H 0.1158 -4.1345 0.8489
H -0.4303 0.3753 2.5320
H 2.5912 2.3865 1.4478
H 2.8005 1.8190 3.1107
H 1.2413 2.4644 2.5921
H 4.2340 0.5723 1.6319
H 4.4043 -1.0339 0.9128
H 5.1202 0.5631 -0.6717
H 3.9257 -0.8848 -2.1478
H 2.3720 -0.5773 -1.3309
H 2.1051 0.8391 -3.2066
H 3.8182 1.3334 -3.1893
H 2.7964 3.1383 -1.8938
H 1.6362 1.9893 -1.1580
H 1.8590 -2.9877 -0.5551
H 3.4263 -2.5807 0.1235
H 2.3128 -3.5924 1.0427
H -1.7344 2.9766 -1.9203
H -3.0440 4.9491 -1.1952
H -4.4003 4.8334 0.8625
H -4.4173 2.7690 2.2109
H -3.1009 0.8197 1.5043
```

Summary:
- Largest force on an atom: 1.018 eV/Å
- Lowest unoccupied orbital energy: 0.5672 eV
- Highest occupied orbital energy: -0.28647 hartree
- HOMO-LUMO gap: 8.362 eV
- Structure (SMILES): C=CCn1c(SCC(=O)c2cc(C)n(C[C@H]3CCCO3)c2C)nnc1-c1ccccc1
- ΔE to the lowest compared entry with this formula, charge and spin: 52.9 kcal/mol

Löwdin atomic charge list, values in e, 6 entries: number 1, C, carries 0.00; number 2, C, carries -0.20; number 3, C, carries -0.14; number 4, N, carries 0.03; number 5, C, carries -0.63; number 6, S, carries 0.99

Molecular formula: CH2I3P
Method: DFT, wB97M-V/def2-TZVPD

Structure (XYZ):
```
7
CH2I3P (wB97M-V/def2-TZVPD)
C 0.7696 -0.0396 0.0198
P -1.3493 -0.2382 -0.7946
I 1.5619 -2.0275 -0.7054
I 1.8492 1.6219 -0.8092
I 0.8706 0.1377 2.1569
H -1.8820 1.0845 -0.3387
H -1.8201 -0.5389 0.4711
```

Summary:
- Largest force on an atom: 3.159 eV/Å
- Lowest unoccupied orbital energy: -1.4019 eV
- Highest occupied orbital energy: -0.34158 hartree
- HOMO-LUMO gap: 7.893 eV
- ΔE to the lowest compared entry with this formula, charge and spin: 28.2 kcal/mol

Löwdin atomic charge list, values in e, 6 entries: number 1, C, carries -2.02; number 2, P, carries 0.65; number 3, I, carries 0.50; number 4, I, carries 0.58; number 5, I, carries 0.58; number 6, H, carries -0.11

Number 1: DFT total energy -5913.76585 Ha. Number 2: DFT total energy -4801.12652 Ha. Number 3: DFT total energy -807.21383 Ha. Number 4: DFT total energy -512.31550 Ha. Number 5: DFT total energy -656.52010 Ha. Number 6: DFT total energy -3297.32345 Ha. Number 7: DFT total energy -1699.01399 Ha. Number 8: DFT total energy -1273.64947 Ha.